#i
# CH5NO2

A cluster of 2 separate species, CH5NO2 in total (ωB97M-V with the def2-TZVPD basis set, OMol25).

ORCA input file:
```
! RIJCOSX wB97M-V def2-TZVPD def2/J DEFGRID3
* xyz 0 1
C 1.481 0.267 -0.034
N -2.451 -0.237 0.047
O 0.489 -0.573 -0.127
O -1.446 0.480 -0.212
H 1.474 0.888 0.897
H 1.638 0.764 -0.939
H 2.359 -0.202 0.409
H -2.925 -0.026 0.909
H -3.056 -0.401 -0.786
*
```

Properties
LUMO (spin up / spin down) (eV): 0.5 / -0.3
HOMO energy (spin up / spin down) (eV): -9.86 / -8.90


#ii
# CH5NO2

A cluster of 2 separate species, CH5NO2 in total (ωB97M-V with the def2-TZVPD basis set, OMol25).

ORCA input file:
```
! RIJCOSX wB97M-V def2-TZVPD def2/J DEFGRID3
* xyz 0 1
N 1.194 -0.578 0.055
O 1.041 0.778 0.129
H 1.160 -0.845 -1.016
H 2.054 -0.971 0.476
H 0.236 -1.018 0.329
C -1.414 0.633 0.002
O -1.308 -0.591 -0.056
H -1.120 1.343 -0.803
H -1.843 1.250 0.885
*
```

Properties
LUMO (eV): 0.7
Structure (SMILES): [NH3+][O-].C=O
HOMO energy (eV): -8.95


Which is less stable than every other structure shown? #i is.